# C2H3HgMgO2

C2H3HgMgO2 as an isolated structure at a distorted geometry (ωB97M-V with the def2-TZVPD basis set, OMol25).

Each line ends with the Löwdin charge.
CARTESIAN COORDINATES (ANGSTROEM)
H  -3.482  -2.602  -0.149  0.1621
O  0.505  0.320  -0.261  -0.4833
C  -0.081  1.448  -0.090  -0.2087
C  -1.448  1.420  0.302  -0.2076
O  -2.024  0.295  0.459  -0.1687
Hg  2.204  -1.328  0.111  0.7203
Mg  -0.940  -1.223  -0.255  0.9002
H  0.472  2.389  -0.184  0.1420
H  -2.038  2.346  0.325  0.1436

Values from the calculation:
E_HOMO (spin up / spin down) ... -12.48 / -13.01 eV
Gap between HOMO and LUMO (spin up / spin down) ... 6.52 / 6.37 eV
Calculated total energy ... -15827.329 eV
Energy above the lowest of the compared OMol25 structures with the same formula, charge and spin ... 6.2 kcal per mole
2S+1 ... 3
LUMO (spin up / spin down) ... -6.0 / -6.6 eV
Charge ... +1
<S²> ... 2.00

# C2H3HoO3

C2H3HoO3 as an isolated structure at a distorted geometry (ωB97M-V with the def2-TZVPD basis set, OMol25).

Each line ends with the Löwdin charge.
CARTESIAN COORDINATES (ANGSTROEM)
H  3.934  1.635  -0.148  0.0206
O  0.023  -1.508  0.011  -0.0259
C  -1.180  -1.375  -0.030  -0.0368
C  -1.704  0.079  0.021  -0.0332
O  -0.858  0.944  0.091  -0.0074
O  2.988  1.779  -0.071  -0.4036
Ho  1.454  0.379  0.190  2.1260
H  -1.875  -2.227  -0.079  0.1795
H  -2.783  0.295  0.012  0.1808

Values from the calculation:
E_HOMO (spin up / spin down) ... -19.89 / -19.92 eV
Gap between HOMO and LUMO (spin up / spin down) ... 8.27 / 8.31 eV
Calculated total energy ... -34043.559 eV
2S+1 ... 5
LUMO (spin up / spin down) ... -11.6 / -11.6 eV
Charge ... +2
<S²> ... 6.00

# C2H3I3O

C2H3I3O as an isolated structure at a distorted geometry (ωB97M-V with the def2-TZVPD basis set, OMol25).

Each line ends with the Löwdin charge.
CARTESIAN COORDINATES (ANGSTROEM)
C  -0.242  -0.015  -0.142  -0.9155
C  0.955  0.683  -0.840  -1.0309
O  -0.048  -0.021  1.190  -0.1463
I  3.167  -0.124  -0.667  0.5534
I  1.043  2.703  0.004  0.7696
I  -2.062  1.158  -0.736  0.6991
H  -0.343  -0.986  -0.491  0.0634
H  0.952  0.661  -2.000  0.0344
H  0.473  0.821  1.280  -0.0272

Values from the calculation:
E_HOMO ... -9.14 eV
Gap between HOMO and LUMO ... 7.98 eV
Calculated total energy ... -28470.704 eV
Energy above the lowest of the compared OMol25 structures with the same formula, charge and spin ... 13.1 kcal per mole
LUMO ... -1.2 eV
Charge ... 0

# C2H3I3O2

C2H3I3O2 as an isolated structure at a distorted geometry (ωB97M-V with the def2-TZVPD basis set, OMol25).

Each line ends with the Löwdin charge.
CARTESIAN COORDINATES (ANGSTROEM)
C  -1.146  0.837  -0.508  -0.6041
C  -0.454  1.409  0.427  -1.0384
O  1.320  -1.299  -0.797  -0.7947
O  -0.399  1.172  1.740  -0.1391
I  -2.605  -0.653  0.202  0.7281
I  0.923  2.809  -0.279  0.9114
I  2.387  -1.527  0.848  0.8222
H  -1.012  1.084  -1.489  -0.0125
H  0.734  -2.105  -0.914  0.0109
H  -0.446  0.287  2.206  0.1163

Values from the calculation:
E_HOMO ... -8.86 eV
Gap between HOMO and LUMO ... 8.00 eV
Calculated total energy ... -30516.963 eV
Energy above the lowest of the compared OMol25 structures with the same formula, charge and spin ... 45.1 kcal per mole
LUMO ... -0.9 eV
Charge ... 0

# C2H3I3O2

C2H3I3O2 as an isolated structure at a distorted geometry (ωB97M-V with the def2-TZVPD basis set, OMol25).

Each line ends with the Löwdin charge.
CARTESIAN COORDINATES (ANGSTROEM)
C  -1.374  -0.471  -0.503  -1.1533
C  -0.382  0.452  0.169  -1.0999
O  0.878  0.285  -0.331  -0.0905
O  -0.493  0.180  1.534  -0.0989
I  -0.654  -2.501  -0.382  0.8287
I  -3.478  -0.356  0.365  0.7963
I  -1.065  2.558  -0.341  0.7671
H  -1.361  -0.318  -1.492  -0.0624
H  0.964  -0.457  -0.951  0.0489
H  -0.299  0.880  2.107  0.0641

Values from the calculation:
E_HOMO (spin up / spin down) ... -6.52 / -9.69 eV
Gap between HOMO and LUMO (spin up / spin down) ... 6.15 / 6.04 eV
Calculated total energy ... -30515.388 eV
Energy above the lowest of the compared OMol25 structures with the same formula, charge and spin ... 18.3 kcal per mole
2S+1 ... 3
LUMO (spin up / spin down) ... -0.4 / -3.7 eV
Charge ... 0
<S²> ... 2.01

# C2H3IN

C2H3IN as an isolated structure at a distorted geometry (ωB97M-V with the def2-TZVPD basis set, OMol25).

Each line ends with the Löwdin charge.
CARTESIAN COORDINATES (ANGSTROEM)
C  0.402  -0.372  -0.550  0.2716
C  -0.543  1.672  0.879  -0.5525
N  -0.156  0.768  0.122  -0.0402
I  0.158  3.553  0.338  1.0104
H  -0.367  -1.017  -0.993  0.1145
H  1.534  -0.338  -0.506  0.1390
H  -0.921  1.630  1.843  0.0571

Values from the calculation:
E_HOMO ... -14.71 eV
Gap between HOMO and LUMO ... 7.91 eV
Calculated total energy ... -11702.867 eV
Energy above the lowest of the compared OMol25 structures with the same formula, charge and spin ... 34.8 kcal per mole
LUMO ... -6.8 eV
Charge ... +1

# C2H3IN2O

C2H3IN2O as an isolated structure at a distorted geometry (ωB97M-V with the def2-TZVPD basis set, OMol25).

Each line ends with the Löwdin charge.
CARTESIAN COORDINATES (ANGSTROEM)
C  -0.271  -0.176  -1.431  -0.5684
C  -0.373  0.683  0.154  -0.5767
N  1.666  -1.277  -0.598  -0.0451
N  0.750  -0.837  -1.284  -0.0432
O  -1.075  0.091  -2.262  0.0735
I  1.107  0.412  1.538  0.9759
H  -0.295  1.641  -0.300  0.0127
H  -1.382  0.397  0.428  0.0347
H  1.632  -2.400  -0.343  0.1366

Values from the calculation:
E_HOMO (spin up / spin down) ... -8.95 / -8.95 eV
Gap between HOMO and LUMO (spin up / spin down) ... 8.23 / 8.23 eV
Calculated total energy ... -15246.740 eV
Energy above the lowest of the compared OMol25 structures with the same formula, charge and spin ... 89.8 kcal per mole
LUMO (spin up / spin down) ... -0.7 / -0.7 eV
Charge ... 0

# C2H3INO3

An isolated ion of composition C2H3INO3 and charge +1 at a distorted geometry (ωB97M-V with the def2-TZVPD basis set, OMol25).

Each line ends with the Löwdin charge.
CARTESIAN COORDINATES (ANGSTROEM)
C  0.962  -2.089  -0.481  -0.0031
C  0.603  -0.579  0.374  -0.4048
N  -1.133  0.948  0.211  0.1623
O  1.174  -0.493  1.404  0.2064
O  -0.358  -0.088  -0.316  0.0103
O  0.745  -2.106  -1.657  -0.2693
I  0.706  -4.026  -2.908  0.9709
H  1.127  -2.756  0.310  0.1358
H  -1.152  0.793  1.166  0.0753
H  -2.070  0.663  -0.013  0.1162

Values from the calculation:
E_HOMO (spin up / spin down) ... -14.71 / -14.71 eV
Gap between HOMO and LUMO (spin up / spin down) ... 6.68 / 6.67 eV
Calculated total energy ... -17842.939 eV
Energy above the lowest of the compared OMol25 structures with the same formula, charge and spin ... 11.9 kcal per mole
LUMO (spin up / spin down) ... -8.0 / -8.0 eV
Charge ... +1